Computed, not measured: C40H34HfN4O5P as an isolated structure in a non-equilibrium geometry, with ωB97M-V/def2-TZVPD.

Each line ends with the Mulliken charge.
Cartesian coordinates (Å):
Hf -0.12 1.42 1.33  1.696
P 0.57 -2.37 -2.13  0.870
O 0.15 -0.28 0.25  -0.577
O 0.21 2.03 3.39  -0.548
O -0.80 -0.10 2.50  -0.789
O -0.62 -1.19 4.46  -0.571
O 0.67 1.32 5.49  -0.639
N 0.35 3.71 1.04  0.022
N -1.00 1.99 -0.73  -0.083
N 2.03 1.25 1.04  0.288
N -2.04 2.77 1.81  0.612
C 2.45 -0.07 0.50  1.400
C 3.12 -3.89 -5.61  -0.509
C -2.47 3.68 -1.49  -0.719
C 1.23 -0.93 0.38  -0.351
C -1.85 -3.39 -1.19  -0.658
C -1.12 -3.04 -2.34  0.424
C -1.89 -2.95 -3.52  -0.755
C -0.37 4.40 2.24  -1.280
C -3.24 -3.55 -1.26  -0.623
C -3.98 -3.42 -2.40  -0.682
C -0.51 -0.21 3.79  0.502
C 2.22 -4.76 -4.91  -0.770
C 3.73 1.17 2.79  -0.881
C 1.37 -4.29 -3.93  -0.553
C 1.56 -4.44 1.78  -0.566
C -3.26 -2.98 -3.54  -0.520
C 1.49 -2.93 -3.56  0.668
C -0.33 4.25 -0.22  -1.195
C 2.72 1.83 2.01  1.032
C -3.04 1.39 -1.86  -0.952
C 2.23 -2.07 -4.33  -0.120
C -2.57 4.49 3.41  -1.063
C 1.21 -3.23 -0.69  0.494
C -3.39 2.73 -1.97  -0.507
C 1.54 -5.25 0.65  -0.976
C -1.66 3.84 2.56  0.919
C 1.16 -4.65 -0.56  0.243
C 1.83 3.98 1.03  -0.907
C 1.41 -3.05 1.70  -0.821
C -4.26 2.88 2.78  -1.029
C 4.28 0.00 2.26  -0.998
C 3.14 -2.55 -5.25  -0.510
C 0.12 1.13 4.39  0.319
C -1.34 3.29 -0.84  0.677
C 3.55 -0.65 1.35  -1.190
C -3.32 2.33 1.94  -0.374
C -3.89 4.02 3.53  -0.520
C 2.55 3.29 2.23  -1.245
C 1.39 -2.39 0.41  0.557
C -1.83 1.03 -1.26  -0.411
H 3.80 -4.33 -6.38  0.348
H 1.20 -2.52 2.62  0.406
H -4.54 4.60 4.13  0.502
H -3.76 -3.70 -0.35  0.463
H -3.75 -2.68 -4.51  0.347
H 2.27 3.64 0.07  0.580
H 2.06 -5.79 -5.17  0.392
H 1.87 -6.25 0.63  0.476
H 3.57 3.66 2.34  0.749
H 1.78 -4.82 2.79  0.415
H 1.93 5.05 1.03  0.487
H -0.69 5.32 -0.09  0.475
H -3.72 0.57 -2.10  0.526
H -1.59 -0.02 -1.08  0.735
H 3.82 -1.65 1.14  0.567
H -3.56 1.51 1.30  0.512
H 0.53 4.47 -0.92  0.540
H 3.83 -1.82 -5.78  0.329
H 2.00 3.51 3.15  0.251
H -2.68 4.77 -1.54  0.442
H -4.38 3.02 -2.34  0.424
H 5.28 -0.33 2.54  0.476
H 4.06 1.66 3.70  0.480
H -5.04 -3.52 -2.41  0.426
H -1.31 -2.83 -4.41  0.428
H -1.32 -3.46 -0.29  0.438
H -5.22 2.37 2.91  0.438
H -2.23 5.37 3.92  0.557
H 0.72 -4.94 -3.38  0.358
H 2.88 0.12 -0.56  0.091
H -0.43 5.54 2.06  0.630
H 0.37 4.19 3.09  0.373
H 2.04 -0.96 -4.15  0.301
H 0.84 -5.28 -1.40  0.208

Summary:
Charge ... +1
Largest force on an atom ... 5.3 eV/Å
ΔE to the lowest compared entry with this formula, charge and spin ... 340.0 kJ/mol
HOMO energy ... -8.90 eV
LUMO level ... -3.378 eV
Total energy ... -2529.1139 hartree

***

Computed, not measured: C4H5NOS in the gas phase in a non-equilibrium geometry, with ωB97M-V/def2-TZVPD.

Each line ends with the Mulliken charge.
Cartesian coordinates (Å):
S 2.17 -0.86 -0.46  -0.117
O -1.65 -1.61 0.86  -0.577
N 1.04 0.13 -0.03  0.096
C 0.12 0.94 -0.81  -0.210
C -0.90 -0.21 -0.87  -0.847
C 0.31 -0.13 1.15  -0.758
C -0.98 -0.77 0.37  0.709
H 0.57 1.29 -1.75  0.267
H 0.81 -0.86 1.64  0.347
H -0.12 1.72 -0.08  0.189
H 0.10 0.74 1.62  0.311
H -1.47 -0.38 -1.66  0.588

Summary:
Largest force on an atom ... 4.0 eV/Å
ΔE to the lowest compared entry with this formula, charge and spin ... 457.4 kJ/mol
HOMO energy ... -7.90 eV
LUMO level ... -2.118 eV
Total energy ... -683.4337 hartree

***

Computed, not measured: C4H10NO3 as an isolated structure in a non-equilibrium geometry, with ωB97M-V/def2-TZVPD.

Each line ends with the Mulliken charge.
Cartesian coordinates (Å):
O 3.31 0.50 0.21  -1.042
O 1.80 0.73 -1.95  -0.622
O -2.81 -1.44 1.13  -0.735
N -1.59 0.95 0.96  -0.592
C 0.57 0.94 -1.12  -0.657
C -1.60 -1.56 0.59  0.016
C -0.99 -0.24 0.35  0.014
C 0.47 -0.18 -0.11  -0.238
H -1.53 0.89 2.05  0.295
H 0.71 -0.98 -0.84  0.162
H -0.94 -2.49 0.72  0.322
H -1.59 -1.06 -0.57  0.102
H -2.47 0.54 0.70  0.428
H 1.23 -0.17 0.66  0.406
H -0.35 1.05 -1.77  0.319
H 2.50 0.79 -1.18  0.442
H 3.94 0.77 0.78  0.109
H 0.62 1.86 -0.62  0.269

Summary:
Charge ... -1
Largest force on an atom ... 5.7 eV/Å
ΔE to the lowest compared entry with this formula, charge and spin ... 650.1 kJ/mol
HOMO energy ... -3.74 eV
LUMO level ... 3.206 eV
Total energy ... -438.7376 hartree

***

Computed, not measured: C14H30InNO5 as an isolated structure in a non-equilibrium geometry, with ωB97M-V/def2-TZVPD.

Each line ends with the Mulliken charge.
Cartesian coordinates (Å):
In -2.17 -2.01 0.87  0.442
O 4.88 2.26 -0.47  -0.417
O 0.47 -0.77 -0.18  -0.558
O -1.77 2.17 -0.99  -0.307
O -3.45 -2.75 4.43  -0.672
O 0.82 -2.65 0.94  -0.633
N -2.49 -3.44 2.48  -0.388
C -4.93 -2.75 2.57  -0.584
C -3.57 -2.99 3.24  0.445
C 5.76 2.22 0.63  -0.333
C -2.09 3.54 -0.90  -0.371
C 4.65 1.02 -1.12  -0.408
C 0.66 2.45 -1.22  -0.735
C 4.02 -0.04 -0.23  -1.055
C -3.40 -2.47 -0.96  -0.545
C 7.17 1.76 0.27  -1.038
C 0.05 -1.77 0.47  0.142
C -4.22 -3.55 -1.18  -0.627
C -0.62 1.85 -1.77  -0.420
C -2.41 4.19 -2.24  -1.089
C -2.69 -4.80 2.00  -0.793
H -4.86 -2.98 1.51  0.021
H 7.56 2.36 -0.55  0.273
H -3.23 -5.38 2.77  0.363
H -3.38 -1.70 -1.75  0.321
H -2.78 -0.43 1.47  -0.370
H -1.75 -5.32 1.83  0.242
H 4.71 -0.36 0.55  0.286
H -3.84 -4.54 -1.38  0.269
H -0.53 0.77 -1.74  0.282
H 5.80 3.24 1.02  0.322
H 3.12 0.33 0.25  0.271
H -3.17 3.62 -2.77  0.283
H -1.53 4.24 -2.88  0.273
H 0.78 2.19 -0.17  0.255
H 5.58 0.65 -1.58  0.328
H -5.71 -3.34 3.05  0.313
H -1.30 4.08 -0.38  0.302
H -5.21 -1.71 2.70  0.258
H 1.52 2.07 -1.78  0.072
H 3.96 1.24 -1.94  0.343
H -3.31 -4.87 1.09  0.196
H 5.34 1.60 1.43  0.319
H 7.18 0.72 -0.03  0.262
H -0.78 2.14 -2.82  0.285
H -5.31 -3.42 -1.19  0.207
H 3.75 -0.92 -0.82  0.423
H 7.83 1.87 1.13  0.394
H -2.77 5.21 -2.09  0.397
H 0.67 3.55 -1.30  0.403
H -2.98 3.59 -0.26  0.351

Summary:
Charge ... -2
Largest force on an atom ... 2.4 eV/Å
HOMO energy ... 0.65 eV
LUMO level ... 4.371 eV
Total energy ... -1172.3069 hartree

***

Computed, not measured: a 2-piece molecular cluster, C31H33BF2O2S2 overall in a non-equilibrium geometry, with ωB97M-V/def2-TZVPD.

Each line ends with the Mulliken charge.
Cartesian coordinates (Å):
S 0.09 -3.78 -2.61  -0.260
S 2.28 -1.95 0.22  -0.451
F 0.80 5.37 -1.73  -0.339
F -2.72 4.39 4.58  -0.312
O -1.71 -0.85 -0.83  -0.587
O 0.35 -0.73 -2.03  -0.729
C 1.56 4.24 -1.56  0.175
C -2.30 -4.56 -1.92  -0.800
C 3.54 2.98 -1.98  -0.730
C 3.68 -3.37 2.25  -1.344
C 1.29 1.16 0.55  1.998
C -0.83 1.91 6.43  -0.456
C 0.12 -2.20 1.59  -1.301
C -1.84 3.38 4.85  0.289
C -1.01 2.93 3.82  -0.634
C 0.79 1.72 1.80  -0.796
C -3.03 0.94 -1.91  -2.051
C 1.18 -2.82 2.34  -0.899
C 0.54 -1.72 0.37  1.178
C -0.61 0.13 -2.67  1.877
C 0.00 1.41 5.44  -0.725
C 0.68 1.20 3.07  -0.384
C 3.13 2.02 -1.05  0.002
C 0.21 1.31 -3.16  -1.257
C -1.79 2.89 6.15  -0.635
C -1.30 -4.86 -2.82  0.610
C 1.18 3.36 -0.56  -0.147
C -0.09 1.87 4.10  1.021
C 1.91 2.17 -0.36  -0.259
C -1.96 -3.48 -1.04  -0.782
C 2.42 -2.75 1.76  0.663
C -1.38 -5.87 -3.89  -1.185
C -0.72 -2.92 -1.33  0.121
C -1.18 1.38 -0.46  -0.473
C -1.68 0.41 -1.48  1.108
C -1.29 -0.58 -3.82  -2.008
C 2.75 4.09 -2.27  -0.519
B -0.34 -1.30 -0.93  1.517
H -0.71 1.55 7.45  0.377
H -1.27 -5.39 -4.87  0.251
H -3.57 0.33 -2.63  0.394
H -1.97 -1.37 -3.47  0.314
H 3.04 4.87 -2.97  0.480
H 1.15 0.23 3.33  0.306
H 0.47 2.77 1.74  0.356
H 1.01 1.53 -2.46  -0.019
H -3.68 1.09 -1.04  0.515
H -1.87 0.12 -4.43  0.389
H 4.53 -2.69 2.13  0.304
H -2.43 3.30 6.92  0.441
H 1.03 -3.31 3.31  0.346
H -1.80 1.36 0.44  0.703
H -1.08 2.39 -0.86  0.494
H -3.25 -5.08 -1.90  0.316
H -2.36 -6.35 -3.82  0.328
H -2.63 -3.13 -0.26  0.410
H -1.07 3.39 2.84  0.471
H 0.78 0.68 5.66  0.423
H -0.92 -2.20 1.91  0.525
H -0.40 2.21 -3.31  0.262
H 4.50 2.88 -2.47  0.411
H -2.87 1.93 -2.36  0.347
H -0.55 -1.05 -4.48  0.450
H 0.71 1.05 -4.10  0.507
H 1.74 0.14 0.53  -0.462
H 3.57 -3.63 3.31  0.370
H 3.90 -4.30 1.71  0.249
H -0.15 1.04 -0.11  -1.813
H -0.59 -6.63 -3.77  0.271
H 0.29 3.61 0.02  0.325
H 3.73 1.12 -0.88  0.463

Summary:
Largest force on an atom ... 5.0 eV/Å
ΔE to the lowest compared entry with this formula, charge and spin ... 111.4 kJ/mol
HOMO energy ... -6.29 eV
LUMO level ... -3.066 eV
Total energy ... -2372.3925 hartree

***

Computed, not measured: C61H80Ge2N2O2PRhS7 as an isolated structure in a non-equilibrium geometry, with ωB97M-V/def2-TZVPD.

Each line ends with the Mulliken charge.
Cartesian coordinates (Å):
Rh 0.26 -0.07 0.29  0.862
Ge 1.74 0.38 4.00  0.223
Ge 3.85 0.59 1.60  0.726
S 3.36 -1.03 3.22  -0.536
S 0.00 0.33 2.62  -0.141
S 2.54 2.40 3.71  -0.422
S -1.32 1.89 -0.28  -0.305
S 0.20 -0.53 -2.61  -0.444
S 2.57 -0.07 -0.16  -0.758
S -1.13 -2.11 0.27  -0.426
P -0.68 -2.05 -1.71  0.805
O -2.03 -2.32 -2.55  -0.215
O 0.10 -3.44 -2.03  -0.319
N 0.90 3.28 -0.72  0.526
N -0.35 2.80 -2.57  -0.015
C 1.76 0.27 8.28  0.033
C -1.24 -0.19 5.32  -0.107
C -1.94 5.53 -3.35  -0.987
C -4.13 -3.47 -2.75  -1.285
C 6.38 -0.20 6.55  0.898
C 7.62 -1.04 -0.09  0.339
C 4.44 1.24 6.74  1.138
C 6.35 2.81 2.69  0.977
C 5.25 4.96 2.59  0.493
C 4.50 -4.23 -0.17  -1.223
C 4.15 -1.15 6.53  0.348
C 3.91 -6.19 1.28  -1.674
C 7.87 -0.38 6.52  -1.679
C -1.46 2.22 -3.29  -0.803
C -2.61 4.38 -4.10  -0.570
C 6.54 -2.30 3.03  -0.991
C 8.34 0.13 -0.26  -1.120
C 5.20 -4.19 2.11  -1.072
C 4.96 -2.31 -1.73  -1.509
C 4.96 3.35 -0.81  -1.460
C 1.87 -4.45 -3.22  -1.630
C 1.18 0.11 5.94  -0.280
C -2.62 -3.61 -2.64  -0.087
C 6.34 -1.02 0.46  -1.139
C 4.54 -4.84 1.07  0.490
C 5.35 3.57 0.62  0.733
C -2.72 3.10 -3.27  -0.504
C 7.06 1.75 3.48  -1.217
C 5.04 -2.97 -0.39  0.623
C 3.27 -2.36 6.45  -1.338
C 5.77 0.18 0.85  0.343
C 0.43 0.20 8.64  -1.170
C -4.38 -0.83 2.48  -1.603
C -0.16 0.02 6.31  -0.244
C 1.51 -3.53 -2.08  0.534
C 5.67 -2.33 0.67  1.056
C -0.53 -2.60 5.13  -1.810
C 6.04 2.60 1.34  0.239
C 3.60 0.13 6.68  0.537
C 5.78 -2.95 1.92  0.922
C 5.81 1.06 6.67  -0.544
C -1.79 2.25 5.46  -1.848
C 1.11 6.41 -0.31  -1.118
C -1.45 -1.47 4.79  1.307
C -0.16 2.66 -1.25  0.066
C 4.97 4.75 1.26  -0.281
C 7.80 1.32 0.17  -0.062
C 5.95 3.99 3.29  -0.432
C 2.15 0.21 6.94  -0.375
C 5.53 -1.30 6.47  -0.604
C -2.48 -1.66 3.89  -1.189
C 4.81 6.21 3.30  -1.876
C -2.07 0.87 4.95  1.521
C -3.09 0.64 4.05  -1.000
C 6.53 1.35 0.73  -1.084
C 0.45 4.58 1.35  -0.686
C 1.17 3.39 0.70  1.554
C -3.30 -0.62 3.50  0.973
C -0.52 0.06 7.65  0.103
C 3.90 2.64 6.87  -1.761
C 1.11 5.94 1.14  -0.103
H 2.14 5.89 1.51  -0.174
H 3.84 -3.27 6.62  0.560
H 5.94 -2.29 6.36  0.309
H 4.41 3.18 7.66  0.601
H 1.94 -2.53 -2.25  -0.124
H -3.71 1.47 3.73  0.331
H -1.71 1.26 -2.82  0.031
H 5.29 4.18 -1.44  0.549
H -4.41 -1.87 2.16  0.352
H 5.64 6.66 3.84  0.490
H -1.05 -3.55 5.06  0.602
H 4.15 -1.58 -1.73  0.036
H 5.92 -1.53 3.50  -0.193
H 6.17 4.14 4.34  0.295
H 5.88 -1.78 -1.95  0.464
H 3.37 -6.51 0.39  0.336
H -1.15 2.02 -4.31  0.644
H -2.95 3.34 -2.23  0.204
H -2.35 -4.21 -1.77  0.336
H 0.58 6.67 1.74  0.488
H 0.14 0.23 9.68  0.366
H 1.42 7.46 -0.37  0.462
H -1.87 6.41 -3.98  0.433
H -0.10 -2.50 6.13  0.330
H 4.75 -3.04 -2.51  0.407
H -5.35 -0.54 2.87  0.410
H 8.06 -1.99 -0.38  0.503
H 0.44 3.10 -3.12  0.297
H -2.22 -4.10 -3.54  0.240
H -4.54 -3.05 -1.83  0.266
H -3.61 4.69 -4.40  0.354
H -4.38 -2.80 -3.57  0.304
H -2.47 2.97 5.01  0.424
H 8.36 2.25 0.10  0.478
H 1.51 -4.02 -4.16  0.374
H 9.34 0.10 -0.69  0.388
H 1.89 -3.91 -1.12  0.209
H 6.81 -3.03 3.79  0.609
H 1.38 -5.42 -3.09  0.305
H 2.24 3.47 0.86  -0.330
H 0.30 -2.62 4.41  0.135
H 5.38 2.42 -1.19  0.243
H -2.62 -2.65 3.46  0.323
H 4.03 -4.76 -0.99  0.496
H -2.05 4.17 -5.02  0.254
H 8.33 0.10 7.38  0.410
H -1.57 -0.03 7.90  0.523
H -0.95 5.25 -3.02  0.149
H -4.17 -0.21 1.61  0.236
H -0.77 2.53 5.21  0.279
H 4.40 6.93 2.60  0.360
H 4.66 -6.94 1.51  0.360
H 8.13 -1.44 6.53  0.369
H 7.83 1.25 2.90  0.435
H 3.87 3.28 -0.88  -0.273
H 4.42 5.49 0.69  0.430
H -3.54 2.49 -3.66  0.425
H 7.44 -1.82 2.65  0.249
H 2.53 0.34 9.04  0.507
H 4.05 3.16 5.92  -0.132
H 5.27 -4.67 3.07  0.440
H 2.83 2.63 7.07  0.289
H 4.03 5.95 4.02  0.268
H 8.29 0.07 5.62  0.258
H 3.21 -6.15 2.11  0.339
H 6.46 1.93 6.73  0.424
H 2.46 -2.30 7.17  0.290
H 0.81 2.47 1.18  -1.454
H 2.94 -4.58 -3.27  0.410
H 0.12 6.32 -0.75  0.220
H -1.89 2.30 6.55  0.320
H 7.50 2.18 4.38  0.572
H -2.53 5.78 -2.47  0.262
H -0.58 4.61 1.00  0.339
H 1.60 3.63 -1.36  0.355
H -4.57 -4.45 -2.93  0.383
H 6.33 1.00 3.79  -0.201
H 2.84 -2.41 5.45  0.033
H 0.44 4.38 2.42  0.220
H 1.81 5.83 -0.92  0.164

Summary:
Charge ... -1
Largest force on an atom ... 2.6 eV/Å
HOMO energy (alpha / beta) ... -4.25 / -4.20 eV
Spin multiplicity ... 2
LUMO level (alpha / beta) ... 0.788 / 0.745 eV
Total energy ... -10025.8596 hartree

***

Computed, not measured: C9H12FN in the gas phase in a non-equilibrium geometry, with ωB97M-V/def2-TZVPD.

Each line ends with the Mulliken charge.
Cartesian coordinates (Å):
F 3.33 -1.95 -0.44  -0.303
N -1.68 0.60 -0.31  -0.208
C 2.46 1.31 0.81  -0.316
C -3.08 -1.10 0.90  -1.360
C 2.63 -0.84 -0.16  0.445
C -0.76 0.82 -1.29  -1.387
C -1.88 -0.81 0.03  -0.081
C 3.17 0.05 0.83  -0.635
C 0.73 0.61 -0.79  0.895
C 1.35 1.57 0.04  -0.645
C 1.38 -0.62 -0.83  -0.366
H -3.22 -2.17 1.09  0.360
H -4.03 -0.84 0.44  0.370
H -0.80 1.89 -1.59  0.433
H -3.09 -0.50 1.80  0.306
H -1.54 1.27 0.51  0.317
H 4.10 -0.16 1.44  0.345
H 0.87 2.63 -0.01  0.223
H -0.84 0.15 -2.11  0.492
H 2.95 2.12 1.27  0.379
H -1.91 -1.30 -0.95  0.279
H -1.08 -1.18 0.64  0.196
H 0.95 -1.54 -1.34  0.262

Summary:
Largest force on an atom ... 4.6 eV/Å
Structure (SMILES) ... CCNCc1cccc(F)c1
ΔE to the lowest compared entry with this formula, charge and spin ... 0.0 kJ/mol
HOMO energy ... -8.61 eV
LUMO level ... 0.963 eV
Total energy ... -504.7099 hartree

***

Computed, not measured: C8H19NP2 in the gas phase in a non-equilibrium geometry, with ωB97M-V/def2-TZVPD.

Each line ends with the Mulliken charge.
Cartesian coordinates (Å):
P -2.33 2.15 2.33  -0.011
P -0.35 3.95 0.39  -0.046
N -0.46 1.26 0.41  -0.075
C -0.60 -0.47 -1.61  -1.952
C -1.21 -1.77 1.23  -1.187
C -0.07 -2.11 0.31  -0.620
C 2.48 0.25 -1.85  -1.039
C 0.34 0.29 0.59  -1.295
C 1.92 -0.86 -0.90  -1.001
C 0.44 -0.77 -0.44  1.753
C -0.41 2.35 1.30  -0.362
H 1.81 0.73 -2.67  0.239
H -0.60 -1.22 -2.27  0.552
H 1.05 0.18 1.37  0.548
H 2.54 -1.03 0.07  0.378
H -1.75 -2.65 1.30  0.455
H -1.51 -0.36 -1.06  0.538
H 2.04 -1.69 -1.55  0.415
H -1.96 -1.17 0.66  0.131
H 2.81 0.98 -1.03  0.214
H 3.46 0.03 -2.35  0.370
H -0.26 -2.80 -0.61  0.332
H -2.76 0.97 1.46  0.051
H -0.88 3.51 -0.76  0.012
H -0.16 0.36 -2.10  0.341
H -1.87 1.22 3.34  0.032
H 0.13 2.36 2.31  0.423
H 0.85 -2.37 0.87  0.371
H -1.50 4.55 0.82  0.014
H -0.88 -1.32 2.07  0.418

Summary:
Largest force on an atom ... 4.9 eV/Å
Structure (SMILES) ... CCC(C)(/C=N/C(P)P)CC
ΔE to the lowest compared entry with this formula, charge and spin ... 5.6 kJ/mol
HOMO energy ... -8.35 eV
LUMO level ... 0.732 eV
Total energy ... -1053.5064 hartree